# 1
{"formula": "C6H6N4O2", "method": "the ωB97M-V functional and the def2-TZVPD basis", "largest_force_ev_per_a": 7.94, "molar_mass_g_mol": 166.14, "e_homo_ev": [-9.5, -9.5], "symbols": ["C", "C", "C", "C", "C", "C", "N", "N", "N", "N", "O", "O", "H", "H", "H", "H", "H", "H"], "xyz": [[0.93879, -0.11041, -2.45680], [0.37029, 0.25998, -1.26024], [-0.19420, -1.11646, -0.05694], [-0.56988, -0.29833, 0.93998], [-0.95982, -0.78022, 2.25219], [0.52696, 2.62814, -0.72014], [1.42746, -0.49422, -3.43103], [-0.41901, 1.00800, 0.74048], [0.13487, 1.22546, -0.44521], [0.02172, -2.47219, -0.27574], [-0.41493, -3.27118, 0.54234], [0.61969, -2.74839, -1.28757], [-2.07259, -0.96772, 2.39498], [-0.37102, -1.76919, 2.59993], [-0.80558, 0.04436, 2.87019], [-0.00757, 2.94070, -1.68019], [0.21260, 3.27743, 0.11554], [1.56223, 2.64425, -0.84178]], "atomic_forces_ev_per_a": [[0.751, 0.633, -1.195], [-2.074, -6.184, 4.533], [1.810, 4.688, -4.513], [0.074, -1.160, -0.101], [-1.114, -2.983, 1.627], [-2.774, 0.367, -0.942], [-0.239, 0.225, 0.333], [0.090, 0.481, 0.335], [0.254, 1.932, -0.509], [-0.434, -0.221, 0.198], [0.068, 0.112, 0.076], [0.397, -0.592, -0.558], [1.289, -0.143, -0.638], [-1.384, 2.487, -0.889], [0.639, 1.063, 1.650], [0.868, -0.269, 1.313], [0.101, -0.609, -0.441], [1.676, 0.172, -0.279]], "lowdin_charge": [-0.19, -0.02, 0.07, -0.35, -0.03, 0.03, 0.20, 0.12, -0.18, -0.40, 0.08, 0.08, 0.11, 0.14, 0.05, 0.13, 0.10, 0.07]}

---

# 2
{"formula": "C6H6NO", "method": "the ωB97M-V functional and the def2-TZVPD basis", "largest_force_ev_per_a": 3.89, "smiles": "O=CC[N+]1=C=CC=C1", "total_charge": 1, "molar_mass_g_mol": 108.12, "e_homo_ev": [-14.2, -14.3], "symbols": ["C", "C", "C", "C", "C", "C", "N", "O", "H", "H", "H", "H", "H", "H"], "xyz": [[2.25648, -0.62430, -0.09909], [1.51255, -1.78927, -0.01367], [1.39355, 0.46226, -0.02995], [-1.22088, 0.71060, -0.02744], [0.28032, -1.27963, 0.09545], [-2.26334, -0.32721, 0.11208], [0.14074, 0.13078, -0.12680], [-2.09645, -1.51489, -0.02406], [3.30047, -0.62383, 0.22847], [1.96582, -2.77565, 0.05345], [1.98036, 1.31443, 0.21064], [-1.47492, 1.85655, 0.37659], [-3.23466, -0.01509, 0.60103], [-1.63488, 0.56869, -1.18484]], "atomic_forces_ev_per_a": [[0.399, -0.650, 1.199], [0.423, -2.043, -1.448], [3.272, 1.584, -0.660], [-0.717, 1.828, -3.094], [-1.658, 1.137, 1.018], [-1.050, -0.459, 3.717], [-2.913, -2.156, 0.961], [1.741, -0.135, -0.742], [-0.375, 0.389, -0.327], [-0.758, 0.119, -0.044], [-1.160, 1.773, 0.179], [1.194, -3.454, -1.048], [0.546, 0.274, -1.179], [1.055, 1.792, 1.467]], "lowdin_charge": [0.00, -0.01, -0.06, -0.02, 0.20, -0.26, -0.02, 0.12, 0.15, 0.14, 0.15, 0.22, 0.18, 0.21]}

---

# 3
{"formula": "C6H6NO5P", "method": "the ωB97M-V functional and the def2-TZVPD basis", "largest_force_ev_per_a": 5.63, "smiles": "O=C(O)c1cccc(P(=O)(O)O)n1", "molar_mass_g_mol": 203.09, "e_homo_ev": -10.0, "symbols": ["O", "O", "N", "O", "O", "O", "C", "C", "C", "C", "C", "C", "P", "H", "H", "H", "H", "H", "H"], "xyz": [[-3.83369, 0.79229, -0.16853], [2.97452, -1.10498, -1.33726], [-0.29952, 0.56608, -0.35383], [-2.46121, 2.59621, -0.25419], [3.35224, 0.42456, 0.56469], [2.81135, 1.38226, -1.72897], [-2.70267, 1.25333, -0.01479], [-1.53925, 0.29456, 0.05005], [0.71929, -0.25430, -0.12937], [-1.89105, -0.89820, 0.71827], [0.31887, -1.48500, 0.44696], [-0.97127, -1.82652, 0.90732], [2.45168, 0.15790, -0.68780], [-3.20062, 3.11979, -0.21210], [3.51525, -0.40156, 1.03899], [3.73370, 1.40408, -1.68178], [-2.92674, -0.98305, 1.01296], [1.08729, -2.21783, 0.52384], [-1.13815, -2.81964, 1.30556]], "atomic_forces_ev_per_a": [[1.728, 0.923, 1.239], [-1.306, 1.320, 1.029], [-0.730, 2.203, -0.002], [4.088, -3.662, 0.894], [0.049, 1.249, 1.396], [-4.109, -0.547, 2.026], [-2.197, 0.921, -3.324], [0.744, -0.231, 1.235], [-2.575, -0.263, 0.117], [-2.342, 2.318, -0.597], [1.838, -0.388, 0.015], [3.229, -0.951, -0.721], [1.656, -4.047, -3.543], [-3.326, 1.501, 0.082], [0.109, 0.038, -0.092], [2.693, 0.273, -0.132], [0.009, -0.210, 0.062], [0.504, -0.636, 0.196], [-0.061, 0.191, 0.120]], "lowdin_charge": [0.08, -0.32, 0.13, 0.13, -0.12, -0.10, -0.38, -0.17, -0.25, -0.02, -0.02, -0.04, 0.54, 0.07, 0.10, 0.03, 0.12, 0.10, 0.12]}

---

# 4
{"formula": "C6H6O", "method": "the ωB97M-V functional and the def2-TZVPD basis", "largest_force_ev_per_a": 5.39, "smiles": "C#CC(=O)C(=C)C", "molar_mass_g_mol": 94.11, "e_homo_ev": -10.3, "symbols": ["C", "C", "C", "C", "C", "C", "O", "H", "H", "H", "H", "H", "H"], "xyz": [[2.81114, 1.29261, 0.07976], [1.96640, 0.43094, -0.02567], [-0.81189, 1.08286, -0.49684], [0.92363, -0.58511, 0.24860], [-0.56137, -0.10761, -0.04024], [-1.61630, -1.21223, 0.16366], [1.16480, -1.69065, 0.64708], [3.54713, 2.05327, 0.27238], [-1.80481, 1.44697, -0.67128], [-0.04937, 1.76269, -0.76719], [-1.66255, -1.50786, -0.76907], [-2.60834, -0.98549, 0.42303], [-1.29846, -1.98038, 0.93579]], "atomic_forces_ev_per_a": [[-0.619, -0.564, 0.101], [0.643, 0.410, 0.742], [-0.459, 1.019, -0.459], [-1.754, 1.022, -1.133], [0.903, -2.338, 1.900], [2.478, 0.984, 4.640], [0.229, 0.096, 0.091], [-0.245, -0.305, -0.334], [-0.495, -0.090, -0.042], [0.881, 0.592, -0.049], [-0.356, -2.865, -4.549], [-1.170, 1.317, 0.512], [-0.036, 0.723, -1.422]], "lowdin_charge": [0.15, -0.04, 0.06, -0.36, -0.24, -0.03, 0.11, 0.04, 0.07, 0.05, 0.02, 0.06, 0.11]}

---

# 5
{"formula": "C6H6O", "method": "the ωB97M-V functional and the def2-TZVPD basis", "largest_force_ev_per_a": 0.51, "smiles": "C#CC1=CCOC1", "molar_mass_g_mol": 94.11, "e_homo_ev": -9.0, "symbols": ["C", "C", "C", "C", "C", "O", "C", "H", "H", "H", "H", "H", "H"], "xyz": [[-2.58531, 0.89928, -1.38552], [-1.54064, 0.55813, -0.88820], [-0.33649, 0.14278, -0.24233], [0.80138, -0.28256, -0.79009], [1.77446, -0.65078, 0.29029], [1.10568, -0.37663, 1.51062], [-0.19925, 0.11214, 1.26313], [-3.52172, 1.18105, -1.81569], [1.01652, -0.37426, -1.84825], [2.05020, -1.71539, 0.24371], [2.70322, -0.06437, 0.23883], [-0.31816, 1.11451, 1.69675], [-0.94988, -0.54392, 1.72675]], "atomic_forces_ev_per_a": [[0.402, -0.173, 0.256], [-0.420, 0.138, -0.231], [0.194, -0.076, -0.038], [-0.140, 0.033, 0.063], [0.171, -0.060, -0.235], [0.007, -0.016, 0.093], [-0.349, 0.124, 0.032], [0.209, -0.025, 0.051], [-0.072, 0.020, 0.130], [-0.029, 0.140, 0.016], [-0.112, -0.064, -0.018], [0.024, -0.101, -0.042], [0.113, 0.058, -0.075]], "lowdin_charge": [0.13, -0.09, -0.24, 0.01, -0.19, -0.11, -0.15, 0.03, 0.12, 0.12, 0.12, 0.13, 0.13]}

---

# 6
{"formula": "C6H6O", "method": "the ωB97M-V functional and the def2-TZVPD basis", "largest_force_ev_per_a": 2.30, "molar_mass_g_mol": 94.11, "e_homo_ev": [-7.4, -7.2], "symbols": ["C", "C", "C", "C", "C", "C", "O", "H", "H", "H", "H", "H", "H"], "xyz": [[-0.97872, -0.35004, -0.56411], [-2.30757, -0.61063, -0.19104], [0.32406, -1.03035, -0.12667], [-1.79569, 0.59467, 0.48286], [-0.92622, 1.16700, -0.40419], [1.13081, 0.06716, 0.40270], [2.26936, 0.32040, -0.29360], [0.34311, -1.87605, 0.52611], [0.67190, -1.19066, -1.15715], [-1.83577, 0.66146, 1.59175], [-0.22979, 1.96024, -0.57363], [1.04657, 0.55702, 1.32895], [2.28795, -0.27023, -1.02198]], "atomic_forces_ev_per_a": [[-0.203, 1.176, 1.967], [-0.167, -0.537, 0.234], [-0.628, 1.064, -1.812], [-1.296, -0.112, 1.209], [0.792, -0.770, -1.105], [0.856, -0.034, -1.018], [0.437, 1.352, 1.215], [-0.755, -0.923, -0.138], [0.759, -1.004, 0.375], [-0.108, 0.143, -0.878], [0.056, 0.162, 0.067], [-0.012, 0.212, 0.977], [0.268, -0.728, -1.094]], "lowdin_charge": [-0.28, 0.09, -0.12, -0.20, 0.02, -0.21, 0.03, 0.12, 0.13, 0.14, 0.10, 0.11, 0.07]}

---

> What is the formula in the sixth record?

C6H6O